ORCA calculation (wB97M-V/def2-TZVPD) on a molecular structure, C22H52ClInNO14S in a non-equilibrium geometry.

Computed properties:
HOMO level in eV: -5.4
Kohn-Sham gap in hartree: 0.2843
Calculated total energy in Eh: -3025.85226

```
! wB97M-V def2-TZVPD RIJCOSX def2/J DEFGRID3
* xyz -1 1
O 2.589 3.942 2.014
N 3.110 2.997 1.522
O 3.702 2.203 2.441
C 4.372 1.058 1.820
In 3.067 -0.152 0.448
Cl 4.410 -2.098 -0.297
C 1.297 -0.895 1.569
C 0.816 0.207 2.547
C -0.700 0.268 2.728
S -1.537 1.097 1.404
O -2.811 0.466 1.213
O -1.549 2.514 1.652
O -0.600 0.848 0.158
H 5.245 1.429 1.282
H 4.712 0.474 2.673
H 2.617 0.747 -1.008
H 1.622 -1.752 2.161
H 0.511 -1.210 0.887
H 1.135 1.196 2.207
H 1.301 0.045 3.509
H -1.167 -0.698 2.900
H -0.943 0.915 3.574
H -0.742 1.580 -0.458
C -2.823 -3.777 2.738
O -2.892 -3.561 4.132
C -3.992 -2.751 4.503
C -4.442 -3.059 5.912
O -5.182 -4.265 6.038
C -4.460 -5.484 6.002
C -3.691 -5.790 7.267
O -2.492 -5.039 7.330
C -2.015 -4.884 8.644
H -2.651 -2.839 2.198
H -1.992 -4.453 2.546
H -3.746 -4.240 2.368
H -4.832 -2.905 3.815
H -3.693 -1.695 4.452
H -5.137 -2.271 6.211
H -3.595 -3.038 6.602
H -3.805 -5.536 5.131
H -5.225 -6.257 5.895
H -3.439 -6.861 7.277
H -4.324 -5.570 8.136
H -2.760 -4.393 9.281
H -1.127 -4.256 8.598
H -1.744 -5.849 9.090
C 1.252 -3.246 -7.774
O 0.389 -3.073 -6.678
C 0.099 -4.286 -6.005
C -0.205 -4.052 -4.542
O 0.933 -3.810 -3.743
C 1.524 -2.515 -3.801
C 0.744 -1.443 -3.081
O -0.379 -1.025 -3.854
C -1.388 -0.448 -3.063
H 0.790 -3.863 -8.556
H 1.463 -2.259 -8.183
H 2.197 -3.707 -7.465
H 0.945 -4.979 -6.085
H -0.778 -4.750 -6.480
H -0.628 -4.983 -4.154
H -0.958 -3.269 -4.423
H 1.725 -2.220 -4.833
H 2.479 -2.617 -3.285
H 1.400 -0.581 -2.910
H 0.417 -1.830 -2.109
H -1.730 -1.137 -2.282
H -2.226 -0.212 -3.717
H -1.039 0.475 -2.586
C 0.475 5.130 -0.001
O 1.200 5.137 -1.215
C 0.420 4.743 -2.322
C 0.940 5.358 -3.600
O 0.616 6.734 -3.758
C 1.360 7.670 -2.998
C 2.763 7.911 -3.507
O 3.630 6.859 -3.127
C 4.757 6.750 -3.960
H 0.140 4.121 0.262
H 1.137 5.486 0.779
H -0.396 5.795 -0.066
H -0.627 5.039 -2.181
H 0.465 3.648 -2.420
H 0.440 4.856 -4.432
H 2.013 5.187 -3.702
H 1.374 7.405 -1.939
H 0.813 8.611 -3.104
H 3.138 8.852 -3.078
H 2.738 8.009 -4.600
H 4.463 6.590 -5.005
H 5.330 5.889 -3.623
H 5.390 7.645 -3.900
*
```

=====

ORCA calculation (wB97M-V/def2-TZVPD) on a single C3H6S3Si molecule in a non-equilibrium geometry.

Computed properties:
Energy relative to the best compared isomer or geometry (same formula, charge and spin) in kcal/mol: 0.8
HOMO level in eV: -8.4
SMILES: C1S[Si@H]2SC[C@@H]1S2
Kohn-Sham gap in hartree: 0.3265
Calculated total energy in Eh: -1601.99744

```
! wB97M-V def2-TZVPD RIJCOSX def2/J DEFGRID3
* xyz 0 1
C 0.571 1.330 -0.345
S -1.076 1.749 -0.885
Si -1.929 0.043 0.244
S -1.090 -1.671 -0.865
C 0.684 -1.320 -0.340
C 0.844 0.031 0.452
S -0.443 0.020 1.802
H 0.825 2.081 0.306
H 1.110 1.431 -1.189
H -3.222 -0.181 0.673
H 1.163 -1.400 -1.219
H 0.832 -2.114 0.280
H 1.733 0.004 1.085
*
```

=====

ORCA calculation (wB97M-V/def2-TZVPD) on a single C15H17ClN4O4S molecule in a non-equilibrium geometry.

Computed properties:
Energy relative to the best compared isomer or geometry (same formula, charge and spin) in kcal/mol: 0.0
HOMO level in eV: -8.9
SMILES: CCNC(=O)NC(=O)[C@H](C)Sc1nnc(COc2ccccc2Cl)o1
Kohn-Sham gap in hartree: 0.3480
Calculated total energy in Eh: -1960.18929

```
! wB97M-V def2-TZVPD RIJCOSX def2/J DEFGRID3
* xyz 0 1
C -7.113 1.230 2.035
C -6.972 0.837 0.569
N -5.635 0.370 0.278
C -4.793 1.054 -0.499
O -5.032 2.060 -1.122
N -3.483 0.493 -0.603
C -2.955 -0.578 0.041
O -3.569 -1.288 0.807
C -1.491 -0.841 -0.306
C -0.948 -2.060 0.413
S -0.528 0.673 0.140
C 0.826 0.404 -0.887
N 1.006 -0.565 -1.735
N 2.209 -0.353 -2.300
C 2.700 0.723 -1.784
C 4.012 1.359 -2.093
O 4.808 1.545 -0.950
C 5.281 0.449 -0.284
C 5.101 -0.872 -0.672
C 5.635 -1.900 0.090
C 6.351 -1.628 1.240
C 6.541 -0.315 1.638
C 6.010 0.712 0.882
Cl 6.236 2.353 1.364
O 1.862 1.265 -0.866
H -6.895 0.381 2.679
H -8.127 1.566 2.233
H -6.425 2.037 2.276
H -7.159 1.696 -0.079
H -7.683 0.043 0.323
H -5.278 -0.437 0.779
H -2.884 1.042 -1.207
H -1.378 -0.946 -1.388
H 0.075 -2.252 0.101
H -0.985 -1.914 1.489
H -1.562 -2.923 0.164
H 3.843 2.370 -2.478
H 4.516 0.755 -2.857
H 4.542 -1.113 -1.562
H 5.482 -2.920 -0.228
H 6.763 -2.432 1.830
H 7.097 -0.080 2.531
*
```

=====

Among the records above, which one has the highest HOMO level?
C22H52ClInNO14S

=====

Look up the HOMO level of the second one.
-8.4 eV

=====

What is the Kohn-Sham gap in the second record?
0.3265 hartree